1.
A single C5H4F3NO molecule, computed with ωB97M-V/def2-TZVPD.

Computed properties:
E_tot = -622.41305 Eh
Highest occupied orbital energy = -0.370 hartree
Orbital gap = 10.33 eV
Energy relative to the best compared isomer or geometry (same formula, charge and spin) = 2.417 eV

Element x y z (Å)
C  1.8218  -1.6203  1.0380
C  1.3759  -0.7476  0.3853
C  0.6596  0.1596  -0.7399
N  0.5137  1.5247  -0.5645
C  -0.6919  -0.4891  -0.8098
O  -1.0604  -1.4197  -1.4133
C  -1.5968  0.0325  0.3672
F  -2.1347  1.2616  0.0330
F  -2.6332  -0.7332  0.5439
F  -0.9752  0.1843  1.5052
H  2.4982  -2.1244  1.7039
H  1.2162  -0.0527  -1.6813
H  1.2325  2.2803  -0.4825
H  -0.2257  1.7441  0.1147

Mulliken population analysis, charges in e, atoms 1 to 4:
1 C 0.324
2 C -1.002
3 C 0.321
4 N -0.507

---

2.
A molecular structure, C48H57AsCsN3OPS4, computed with ωB97M-V/def2-TZVPD.

Computed properties:
E_tot = -6292.90819 Eh
Highest occupied orbital energy = -0.141 hartree
Orbital gap = 5.67 eV
Energy relative to the best compared isomer or geometry (same formula, charge and spin) = 0.399 eV
Total charge = -1

Element x y z (Å)
Cs  -0.2212  -0.2059  -0.4702
S  -3.4482  -2.4848  0.7989
C  -4.7878  -1.3898  0.6747
C  -6.1183  -1.8503  0.8723
C  -7.2286  -1.0388  0.7251
C  -7.0937  0.3019  0.3594
C  -5.8151  0.7956  0.1689
C  -4.6828  -0.0149  0.3395
S  -3.0899  0.7564  0.1537
C  -3.0776  1.6122  1.7818
C  -1.7275  1.7789  2.4357
C  -1.6255  1.6075  3.8124
C  -0.4051  1.8047  4.4219
C  0.6877  2.1619  3.6467
C  0.5055  2.3333  2.2852
C  1.6507  2.7297  1.3937
S  2.4152  1.2832  0.5677
C  3.0358  0.3131  1.9253
C  3.7155  0.8998  2.9928
C  4.2530  0.1259  4.0094
C  4.1316  -1.2627  3.9288
C  3.4998  -1.8540  2.8459
C  2.9293  -1.0909  1.8022
S  2.2418  -1.8612  0.3961
N  -0.6844  2.1472  1.6879
H  -6.2370  -2.8936  1.1425
H  -8.2178  -1.4549  0.8879
H  -7.9603  0.9385  0.2260
H  -5.6711  1.8301  -0.1247
H  -3.7166  1.0175  2.4277
H  -3.5396  2.5934  1.6543
H  -2.4981  1.3041  4.3793
H  -0.2921  1.6589  5.4917
H  1.6615  2.3091  4.0913
H  2.4074  3.3007  1.9268
H  1.2754  3.3157  0.5578
H  3.8377  1.9783  3.0269
H  4.7673  0.5949  4.8416
H  4.5573  -1.8877  4.7079
H  3.4275  -2.9316  2.7681
C  2.3147  -2.2888  6.8009
C  1.0282  -1.4941  6.9873
N  -0.0736  -2.3160  7.5026
C  -0.1424  -2.4650  8.9547
C  -1.0184  -1.3974  9.5982
C  -0.8827  -3.1129  6.7299
O  -1.6185  -3.9622  7.2176
C  -0.8332  -2.9013  5.2457
C  -0.4916  -3.9273  4.3767
C  -0.4332  -3.6611  3.0229
C  -0.7494  -2.3839  2.5806
N  -1.1160  -1.3986  3.3979
C  -1.1518  -1.6667  4.6993
H  3.1351  -1.6241  6.5174
H  2.1882  -3.0269  6.0049
H  2.5891  -2.8128  7.7214
H  0.7500  -1.0293  6.0480
H  1.1869  -0.6875  7.7043
H  0.8733  -2.4143  9.3480
H  -0.5373  -3.4496  9.1727
H  -0.6444  -0.3941  9.3773
H  -1.0471  -1.5186  10.6846
H  -2.0365  -1.4765  9.2148
H  -0.2562  -4.9106  4.7699
H  -0.1381  -4.4188  2.3070
H  -0.6782  -2.1440  1.5314
H  -1.4313  -0.8443  5.3611
C  -1.9745  4.6172  -1.6554
C  -0.4965  4.5272  -2.0447
As  -0.0065  2.6598  -2.3877
C  1.8760  2.8846  -2.9392
C  2.3166  4.2353  -3.4958
C  -0.8809  2.4189  -4.1356
C  -0.9245  3.5922  -5.1083
H  -2.2675  5.6482  -1.4416
H  -2.1838  4.0109  -0.7697
H  -2.6227  4.2473  -2.4562
H  0.1359  4.8740  -1.2266
H  -0.2689  5.1417  -2.9130
H  2.0645  2.0834  -3.6545
H  2.4655  2.6364  -2.0576
H  1.7690  4.5155  -4.3949
H  3.3794  4.2098  -3.7510
H  2.1768  5.0339  -2.7661
H  -1.8902  2.0772  -3.9052
H  -0.3726  1.5632  -4.5805
H  -1.4455  4.4542  -4.6833
H  -1.4590  3.3074  -6.0204
H  0.0739  3.9195  -5.4035
C  0.3615  -1.4880  -5.6096
P  0.0129  -1.2753  -3.8062
C  0.4673  -2.9455  -3.1914
C  -0.3543  -4.0710  -3.3145
C  0.0834  -5.3093  -2.8667
C  1.3440  -5.4367  -2.2885
C  2.1638  -4.3253  -2.1590
C  1.7268  -3.0852  -2.6132
C  -1.8170  -1.3058  -3.7842
C  -2.5450  -0.7124  -4.8177
C  -3.9278  -0.5902  -4.7330
C  -4.6035  -1.0636  -3.6141
C  -3.8919  -1.6629  -2.5811
C  -2.5097  -1.7735  -2.6614
H  0.2114  -0.5557  -6.1572
H  -0.2692  -2.2681  -6.0341
H  1.4080  -1.7761  -5.7090
H  -1.3435  -3.9762  -3.7477
H  -0.5685  -6.1733  -2.9504
H  1.6724  -6.3992  -1.9128
H  3.1248  -4.4041  -1.6659
H  2.3546  -2.2124  -2.4651
H  -2.0339  -0.3335  -5.6986
H  -4.4742  -0.1244  -5.5446
H  -5.6820  -0.9655  -3.5408
H  -4.3920  -2.0481  -1.7018
H  -1.9840  -2.2559  -1.8411

Mulliken population analysis, charges in e, atoms 1 to 4:
1 Cs 1.832
2 S -0.180
3 C -0.185
4 C -0.357

---

3.
7 unconnected molecules or ions with the total composition C42H87Cl4O15PSi2, computed with ωB97M-V/def2-TZVPD.

Computed properties:
E_tot = -5542.49974 Eh
Highest occupied orbital energy = -0.326 hartree
Orbital gap = 9.25 eV

Element x y z (Å)
C  6.8656  0.9741  -0.0498
C  8.3355  1.2868  -0.3448
C  8.8001  0.8837  -1.7481
C  8.3888  -0.5181  -2.2308
C  8.6125  -1.6583  -1.2236
C  7.6524  -2.8565  -1.3520
C  6.1573  -2.5038  -1.4814
C  5.2352  -3.2183  -0.4734
C  3.9991  -2.3762  -0.0880
C  2.6777  -3.1650  -0.0884
C  1.6441  -2.7214  0.9733
C  0.2211  -2.6398  0.3841
Si  -0.1804  -1.1092  -0.5982
Cl  1.5075  0.0778  -0.7025
O  -0.6621  -1.5537  -2.1173
Si  -0.1127  -1.0820  -3.5957
O  0.9509  -2.1622  -4.2116
C  2.3536  -1.8681  -4.3414
C  3.1174  -3.1614  -4.6191
C  4.3711  -2.9009  -5.4674
P  -2.0274  -1.1004  -4.8555
O  -2.2240  0.5311  -5.0800
Cl  -1.1458  -1.6475  -6.6494
C  -1.6121  -0.1822  0.2443
Cl  -3.1043  -1.0515  -0.2962
C  -1.8501  1.3348  0.0700
C  -1.1805  2.0217  -1.1089
Cl  -1.3962  2.1543  1.6084
H  6.7219  -0.0753  0.2216
H  6.5104  1.5663  0.7976
H  6.2204  1.1835  -0.9089
H  8.5183  2.3567  -0.2012
H  8.9590  0.7803  0.4015
H  9.8884  0.9920  -1.8209
H  8.3786  1.6122  -2.4532
H  7.3591  -0.4897  -2.5966
H  9.0051  -0.7376  -3.1110
H  8.5965  -1.2982  -0.1909
H  9.6262  -2.0438  -1.3855
H  7.7715  -3.4577  -0.4423
H  7.9754  -3.5084  -2.1706
H  5.8158  -2.7578  -2.4884
H  6.0119  -1.4248  -1.3796
H  5.8153  -3.4413  0.4277
H  4.9033  -4.1661  -0.9113
H  4.1451  -1.9750  0.9206
H  3.9130  -1.5286  -0.7761
H  2.2213  -3.1401  -1.0877
H  2.9194  -4.2177  0.0988
H  1.6170  -3.4738  1.7652
H  1.9464  -1.7844  1.4499
H  0.0586  -3.5128  -0.2579
H  -0.5228  -2.7140  1.1877
H  0.4465  0.2868  -3.5855
H  2.7203  -1.4009  -3.4179
H  2.4941  -1.1572  -5.1636
H  2.4302  -3.8364  -5.1364
H  3.3923  -3.6208  -3.6644
H  5.1760  -3.5986  -5.2327
H  4.7615  -1.8955  -5.2722
H  4.1420  -2.9634  -6.5336
H  -1.6666  0.8812  -5.7862
H  -1.5339  -0.4060  1.3097
H  -2.9269  1.4838  -0.0143
H  -1.6470  2.9988  -1.2608
H  -1.3332  1.4441  -2.0260
H  -0.1209  2.1999  -0.9353
C  -0.0877  -4.1981  -11.2007
C  0.8749  -5.2810  -10.7617
O  2.1680  -4.7583  -10.4348
C  2.4660  -4.2565  -9.2167
C  1.3597  -4.0097  -8.2200
O  3.6062  -3.9642  -8.9829
H  -0.2840  -3.4855  -10.3992
H  -1.0372  -4.6401  -11.5044
H  0.3266  -3.6487  -12.0458
H  0.4781  -5.8689  -9.9333
H  1.0655  -5.9728  -11.5807
H  1.0228  -2.9790  -8.3321
H  1.7731  -4.1273  -7.2215
H  0.5020  -4.6689  -8.3174
C  -3.9449  -4.2655  2.3060
C  -2.9650  -5.3755  2.6168
O  -1.6075  -4.9221  2.6216
C  -1.0280  -4.3658  3.7092
C  -1.8694  -3.9649  4.8896
O  0.1540  -4.1532  3.6669
H  -3.9315  -3.4888  3.0714
H  -4.9575  -4.6646  2.2388
H  -3.6881  -3.7975  1.3559
H  -3.2012  -5.8816  3.5537
H  -2.9886  -6.1300  1.8314
H  -2.1396  -2.9140  4.7739
H  -1.2559  -4.0568  5.7820
H  -2.7720  -4.5552  5.0230
C  0.0785  1.9570  7.9778
C  0.5392  0.6336  7.4064
O  -0.5218  -0.0837  6.7585
C  -0.8621  0.1362  5.4706
C  -0.3062  1.3270  4.7393
O  -1.6619  -0.6133  4.9701
H  -0.2713  2.6354  7.2001
H  0.8980  2.4370  8.5142
H  -0.7422  1.7958  8.6783
H  1.3832  0.7551  6.7275
H  0.8648  -0.0341  8.2029
H  -1.0213  2.1427  4.8514
H  -0.2207  1.0680  3.6897
H  0.6681  1.6565  5.0891
C  -4.2518  3.9846  10.0194
C  -4.6879  4.4666  8.6544
O  -3.5992  4.4942  7.7159
C  -3.2249  3.4188  7.0098
C  -3.7809  2.0550  7.3468
O  -2.3970  3.5567  6.1450
H  -3.8968  2.9532  9.9928
H  -5.0862  4.0444  10.7185
H  -3.4448  4.6159  10.3899
H  -5.5161  3.8818  8.2513
H  -5.0162  5.4981  8.7234
H  -3.0944  1.5699  8.0414
H  -3.8058  1.4672  6.4323
H  -4.7725  2.0673  7.7892
C  -4.1225  -0.6593  -8.3161
C  -4.4954  0.5962  -9.0736
O  -5.2060  0.3133  -10.2850
C  -6.5430  0.1215  -10.3209
C  -7.3100  -0.0370  -9.0286
O  -7.0772  0.0275  -11.3904
H  -5.0074  -1.2045  -7.9860
H  -3.5342  -0.4064  -7.4366
H  -3.5367  -1.3249  -8.9499
H  -5.0579  1.2946  -8.4527
H  -3.5993  1.1184  -9.4064
H  -7.3756  -1.1015  -8.8021
H  -8.3154  0.3413  -9.1917
H  -6.8739  0.4731  -8.1748
C  -3.9648  11.3022  8.2771
C  -4.2017  9.9666  7.6059
O  -4.0209  8.8676  8.5088
C  -4.9946  8.4164  9.3191
C  -6.2656  9.2139  9.4851
O  -4.7954  7.4039  9.9369
H  -4.6884  11.4889  9.0709
H  -4.0446  12.1072  7.5460
H  -2.9681  11.3285  8.7168
H  -5.1817  9.9136  7.1304
H  -3.4602  9.7951  6.8277
H  -6.1428  9.8694  10.3477
H  -7.0721  8.5173  9.6972
H  -6.5365  9.8176  8.6242

Mulliken population analysis, charges in e, atoms 1 to 4:
1 C -0.802
2 C -0.590
3 C -0.876
4 C -0.379

---

4.
A single C4H5NO2 molecule, computed with ωB97M-V/def2-TZVPD.

Computed properties:
E_tot = -360.65401 Eh
Highest occupied orbital energy = -0.321 hartree
Orbital gap = 9.61 eV
Energy relative to the best compared isomer or geometry (same formula, charge and spin) = 0.419 eV

Element x y z (Å)
N  -0.4312  -1.8536  0.5451
C  -0.1939  -0.5819  0.1214
C  0.2332  -0.0357  -1.0252
C  0.6688  1.3659  -0.7097
O  0.0506  1.6764  0.5462
C  -0.4377  0.5376  1.0813
O  -1.0278  0.4768  2.1291
H  -0.5640  -2.5985  -0.1165
H  -0.8266  -1.9608  1.4660
H  0.3385  -0.4927  -2.0008
H  0.4134  2.1346  -1.4412
H  1.7537  1.3917  -0.5402

Mulliken population analysis, charges in e, atoms 1 to 4:
1 N -0.450
2 C 0.456
3 C -0.561
4 C -0.353